Density functional theory data (ωB97M-V/def2-TZVPD) for a structure of composition C60H47BrCrF9O4 in a non-equilibrium geometry.

Last column: Löwdin charge in e.
Positions of all 122 atoms, in Å:
Cr1 -0.287 0.212 0.193  0.614
Br1 -1.026 1.760 -1.843  -0.043
C1 1.093 -2.541 3.128  -0.066
C2 2.147 -3.487 3.214  -0.339
C3 3.174 -3.523 1.991  -0.307
O1 4.232 -4.099 2.194  0.038
C4 2.805 -2.766 0.739  0.030
C5 1.715 -1.940 0.769  -0.356
C6 0.869 -1.837 2.033  -0.366
O2 -0.181 -1.076 2.091  -0.129
O3 1.420 -1.191 -0.264  -0.168
O4 2.409 -4.183 4.216  0.010
H1 0.593 -2.523 4.085  0.110
H2 3.443 -2.769 -0.132  0.091
F1 -3.109 0.576 0.596  0.035
C7 -4.262 1.202 0.700  -0.279
C8 -5.383 0.685 1.445  -0.009
C9 -6.618 1.293 1.401  -0.084
C10 -6.704 2.606 0.861  -0.101
C11 -5.632 3.133 0.186  -0.089
C12 -4.400 2.449 0.125  -0.011
H3 -5.321 -0.298 1.889  0.104
H4 -7.304 0.852 2.108  0.099
H5 -7.599 3.183 1.044  0.092
H6 -5.688 4.136 -0.211  0.100
H7 -3.617 2.911 -0.458  0.082
F2 -2.001 -4.602 -6.901  0.035
C13 -1.417 -3.657 -6.133  -0.256
C14 -0.018 -3.446 -6.206  -0.033
C15 0.490 -2.451 -5.440  -0.071
C16 -0.305 -1.779 -4.468  -0.083
C17 -1.638 -1.942 -4.334  -0.072
C18 -2.232 -2.843 -5.283  0.008
H8 0.587 -3.871 -6.992  0.111
H9 1.540 -2.240 -5.573  0.083
H10 0.199 -1.096 -3.801  0.086
H11 -2.176 -1.375 -3.588  0.091
H12 -3.286 -3.062 -5.196  0.096
F3 0.213 1.758 5.090  0.053
C19 1.436 1.451 4.644  -0.253
C20 1.867 0.112 4.807  -0.006
C21 3.182 -0.257 4.501  -0.043
C22 3.921 0.680 3.779  -0.102
C23 3.583 2.005 3.720  -0.107
C24 2.333 2.456 4.149  0.003
H13 1.202 -0.639 5.206  0.107
H14 3.501 -1.278 4.649  0.111
H15 4.906 0.418 3.424  0.099
H16 4.233 2.714 3.229  0.085
H17 1.918 3.453 4.139  0.104
F4 5.736 -2.548 -5.193  0.060
C25 4.843 -1.779 -4.569  -0.305
C26 4.007 -1.034 -5.344  -0.055
C27 3.081 -0.213 -4.753  -0.074
C28 2.987 -0.277 -3.332  -0.093
C29 3.841 -0.963 -2.553  -0.078
C30 4.803 -1.749 -3.184  0.013
H18 4.191 -1.076 -6.407  0.120
H19 2.463 0.384 -5.407  0.112
H20 2.177 0.237 -2.836  0.094
H21 3.727 -0.800 -1.491  0.073
H22 5.560 -2.187 -2.551  0.115
F5 -5.712 -3.514 2.193  0.057
C31 -4.785 -3.621 3.158  -0.312
C32 -5.141 -3.752 4.469  -0.029
C33 -4.158 -4.081 5.407  -0.081
C34 -2.814 -3.860 5.093  -0.077
C35 -2.468 -3.601 3.762  -0.051
C36 -3.464 -3.515 2.821  -0.015
H23 -6.177 -3.847 4.761  0.109
H24 -4.336 -4.371 6.432  0.097
H25 -2.010 -3.756 5.807  0.102
H26 -1.461 -3.382 3.437  0.089
H27 -3.289 -3.262 1.786  0.108
F6 -1.861 -1.195 -0.410  -0.060
C37 -2.553 -2.273 -0.933  -0.292
C38 -3.797 -2.053 -1.354  -0.023
C39 -4.661 -3.110 -1.769  -0.051
C40 -4.213 -4.423 -1.643  -0.085
C41 -2.908 -4.606 -1.146  -0.052
C42 -2.029 -3.524 -0.870  0.015
H28 -4.180 -1.052 -1.489  0.123
H29 -5.683 -2.986 -2.098  0.100
H30 -4.835 -5.275 -1.874  0.098
H31 -2.528 -5.617 -1.133  0.101
H32 -1.059 -3.716 -0.438  0.130
F7 -0.560 1.848 1.563  -0.013
C43 -1.150 2.731 2.348  -0.272
C44 -1.058 4.137 2.102  0.008
C45 -1.758 4.993 2.925  -0.091
C46 -2.611 4.512 3.939  -0.091
C47 -2.630 3.158 4.189  -0.070
C48 -1.971 2.234 3.349  -0.003
H33 -0.403 4.593 1.374  0.108
H34 -1.709 6.069 2.849  0.099
H35 -3.213 5.226 4.481  0.097
H36 -3.231 2.785 5.005  0.104
H37 -2.039 1.157 3.400  0.128
F8 5.135 2.688 -4.296  0.029
C49 3.845 3.157 -4.250  -0.230
C50 3.139 3.345 -3.019  0.027
C51 1.931 4.140 -3.036  -0.062
C52 1.460 4.666 -4.222  -0.135
C53 2.197 4.604 -5.338  -0.124
C54 3.380 3.875 -5.397  -0.017
H38 3.514 2.911 -2.103  0.081
H39 1.269 4.287 -2.195  0.081
H40 0.423 4.942 -4.342  0.109
H41 1.843 5.130 -6.212  0.102
H42 3.912 3.765 -6.330  0.104
F9 1.762 1.696 -0.226  0.006
C55 2.959 2.141 0.178  -0.278
C56 4.049 1.370 0.396  -0.034
C57 5.292 1.802 0.822  -0.053
C58 5.430 3.209 0.981  -0.096
C59 4.373 4.075 0.765  -0.096
C60 3.179 3.521 0.414  -0.042
H43 4.002 0.315 0.170  0.106
H44 6.137 1.180 1.079  0.112
H45 6.373 3.638 1.286  0.097
H46 4.365 5.120 1.036  0.110
H47 2.268 4.102 0.442  0.111

Its spin multiplicity is 5. The value obtained for the frontier orbital gap (alpha / beta) is 7.084 / 7.108 eV. The value obtained for the total energy is -7132.79867 Ha. As for the expectation value of S²: 6.01. As for the net charge: -1. Its energy relative to the best compared isomer or geometry (same formula, charge and spin) is 0.288 eV. The HOMO energy (alpha / beta) comes out at -5.014 / -5.033 eV.

***

Density functional theory data (ωB97M-V/def2-TZVPD) for a structure of composition C60H48N6O2P3SSiSr in a non-equilibrium geometry.

Last column: Löwdin charge in e.
Positions of all 122 atoms, in Å:
Sr1 0.272 -0.421 -0.323  1.051
C1 -5.436 -4.195 0.156  -0.109
C2 -5.136 -2.989 -0.472  -0.089
C3 -4.140 -2.173 0.041  -0.105
C4 -3.440 -2.534 1.198  -0.366
C5 -3.737 -3.745 1.809  -0.097
C6 -4.731 -4.571 1.290  -0.096
P1 -2.145 -1.338 1.740  1.063
C7 -1.611 -1.972 3.382  -0.360
C8 -0.719 -3.052 3.368  -0.148
C9 -0.238 -3.597 4.551  -0.078
C10 -0.628 -3.059 5.772  -0.091
C11 -1.496 -1.976 5.797  -0.087
C12 -1.983 -1.434 4.612  -0.076
C13 -3.267 0.066 2.166  -0.384
C14 -4.445 -0.191 2.884  -0.112
C15 -5.311 0.831 3.217  -0.090
C16 -5.013 2.133 2.822  -0.089
C17 -3.862 2.387 2.098  -0.101
C18 -2.958 1.367 1.741  -0.294
Si1 -1.358 1.737 0.699  0.531
C19 -0.882 3.392 1.594  -0.322
C20 -1.334 4.653 1.161  -0.117
C21 -1.028 5.820 1.844  -0.091
C22 -0.239 5.766 2.990  -0.094
C23 0.224 4.539 3.437  -0.104
C24 -0.102 3.361 2.758  -0.388
P2 0.520 1.718 3.335  1.100
C25 0.052 1.701 5.113  -0.373
C26 -1.059 2.395 5.594  -0.089
C27 -1.462 2.263 6.919  -0.088
C28 -0.763 1.436 7.786  -0.108
C29 0.328 0.716 7.312  -0.104
C30 0.718 0.836 5.986  -0.123
C31 2.331 2.069 3.338  -0.353
C32 3.089 2.538 4.407  -0.099
C33 4.437 2.839 4.241  -0.092
C34 5.045 2.680 3.002  -0.097
C35 4.301 2.207 1.929  -0.080
C36 2.960 1.895 2.102  -0.110
C37 -2.040 2.384 -0.983  -0.324
C38 -3.375 2.271 -1.398  -0.093
C39 -3.758 2.527 -2.707  -0.088
C40 -2.813 2.902 -3.654  -0.092
C41 -1.485 3.032 -3.276  -0.115
C42 -1.093 2.790 -1.958  -0.382
P3 0.663 2.919 -1.414  1.082
C43 1.001 4.718 -1.320  -0.366
C44 1.719 5.180 -0.219  -0.101
C45 2.046 6.526 -0.097  -0.085
C46 1.647 7.425 -1.075  -0.095
C47 0.927 6.974 -2.178  -0.087
C48 0.610 5.629 -2.300  -0.085
C49 1.582 2.397 -2.899  -0.333
C50 2.646 3.027 -3.398  -0.076
C51 3.569 2.391 -4.363  -0.077
C52 3.441 1.124 -4.744  -0.045
C53 2.309 0.278 -4.243  -0.143
C54 1.293 0.966 -3.287  -0.275
H1 -6.210 -4.840 -0.244  0.097
H2 -5.668 -2.692 -1.368  0.104
H3 -3.892 -1.244 -0.465  0.101
H4 -3.187 -4.061 2.687  0.099
H5 -4.946 -5.517 1.774  0.101
H6 -0.436 -3.499 2.417  0.044
H7 0.442 -4.440 4.515  0.105
H8 -0.250 -3.475 6.699  0.098
H9 -1.794 -1.541 6.744  0.100
H10 -2.637 -0.572 4.654  0.096
H11 -4.686 -1.209 3.173  0.107
H12 -6.216 0.618 3.774  0.097
H13 -5.686 2.945 3.074  0.096
H14 -3.652 3.406 1.794  0.094
H15 -1.929 4.717 0.255  0.101
H16 -1.383 6.775 1.472  0.101
H17 0.013 6.673 3.529  0.096
H18 0.834 4.495 4.333  0.103
H19 -1.616 3.042 4.928  0.101
H20 -2.327 2.812 7.273  0.099
H21 -1.071 1.341 8.820  0.095
H22 0.867 0.049 7.975  0.101
H23 1.556 0.251 5.621  0.109
H24 2.630 2.679 5.379  0.096
H25 5.013 3.204 5.083  0.097
H26 6.094 2.919 2.875  0.097
H27 4.764 2.073 0.958  0.106
H28 2.385 1.522 1.260  0.078
H29 -4.127 1.957 -0.680  0.092
H30 -4.798 2.419 -2.998  0.097
H31 -3.107 3.077 -4.683  0.096
H32 -0.740 3.292 -4.022  0.099
H33 2.012 4.482 0.559  0.096
H34 2.594 6.868 0.772  0.102
H35 1.894 8.476 -0.983  0.096
H36 0.613 7.673 -2.944  0.098
H37 0.049 5.289 -3.161  0.096
H38 2.879 4.035 -3.067  0.095
H39 4.394 2.984 -4.740  0.095
H40 4.154 0.667 -5.421  0.105
H41 1.854 -0.289 -5.056  0.152
H42 0.244 0.829 -3.559  0.123
O1 1.592 -1.358 1.590  -0.214
H43 2.259 -1.940 1.175  -0.013
H44 1.191 -1.882 2.295  0.026
N1 -0.029 -4.374 -1.998  0.100
C55 -0.969 -4.819 -1.149  -0.978
N2 -2.237 -4.778 -1.592  0.118
S1 -0.542 -5.447 0.364  0.520
H45 -0.257 -3.904 -2.860  0.092
H46 0.906 -4.303 -1.631  0.069
H47 -2.473 -4.162 -2.363  0.072
H48 -2.945 -4.942 -0.894  0.062
O2 -2.219 -2.493 -3.621  -0.025
C56 -1.746 -1.739 -2.803  -0.576
N3 -1.286 -1.059 -1.945  -0.078
N4 1.707 0.011 -2.205  -0.049
C57 2.564 -0.564 -3.010  -0.269
C58 3.400 -1.665 -2.756  -0.210
C59 3.269 -2.244 -1.472  -0.189
N5 3.027 -2.607 -0.398  0.148
C60 4.291 -2.173 -3.741  -0.241
N6 5.000 -2.554 -4.570  0.110

Its spin multiplicity is 1. The value obtained for the frontier orbital gap is 6.451 eV. The value obtained for the total energy is -4536.91304 Ha. As for the net charge: -1. Its energy relative to the best compared isomer or geometry (same formula, charge and spin) is 1.393 eV. The HOMO energy comes out at -4.194 eV.